ORCA calculation (ωB97M-V/def2-TZVPD) on a 5-piece molecular cluster, C7H15FN4O11 overall in a non-equilibrium geometry.

Properties
- HOMO energy: -10.8 eV
- ΔE to the lowest compared entry with this formula, charge and spin: 18.3 kJ/mol
- 2S+1: 1
- Frontier orbital gap: 10.259 eV
- Charge: 0
- Electronic energy: -1421.8753 Ha
- SMILES string: O=C1OC[C@@H](F)O1.C[N+](=O)[O-].C[N+](=O)[O-].C[N+](=O)[O-].C[N+](=O)[O-]

Each line ends with the natural charge from an NBO analysis.
CARTESIAN COORDINATES (ANGSTROEM)
F -0.46779 -0.42632 0.94440  -0.354
O 1.05060 4.40421 3.95489  -0.389
O -1.82271 1.40899 -3.82111  -0.366
O 2.46724 -4.46437 -2.44183  -0.359
O 2.11766 -3.42385 -0.57366  -0.369
O 0.20830 -0.59976 5.23584  -0.533
O -0.19407 -1.09032 3.07681  -0.490
O 2.10520 1.00600 -0.03350  -0.365
O -1.20996 0.66012 4.02254  -0.472
O 2.89950 3.39023 4.40374  -0.373
O 0.45047 2.27769 -0.56848  -0.389
O -0.95511 -0.25687 -4.88039  -0.377
N 2.03460 3.75754 3.64325  0.533
N 1.75603 -3.92074 -1.62255  0.528
N 1.14720 1.29228 -0.72021  0.538
N -1.80453 0.24712 -4.18274  0.529
C -1.11955 -0.68440 2.12347  0.444
C 2.18962 3.38877 2.21059  -0.489
C -2.91423 -0.61746 -3.70322  -0.489
C 0.30935 -3.87230 -1.89729  -0.490
C -0.34575 -0.34989 4.22968  0.970
C -1.73441 0.59401 2.70783  -0.131
C 0.76336 0.35567 -1.79831  -0.487
H -3.53876 -0.07566 -3.01033  0.238
H -1.39188 1.45397 2.13068  0.217
H 2.88777 4.13157 1.82316  0.232
H -1.83456 -1.48506 1.93205  0.151
H 0.98807 0.85891 -2.73464  0.251
H -2.81990 0.55201 2.71800  0.202
H -3.39312 -1.04472 -4.57988  0.244
H -0.24055 -4.04907 -0.97655  0.234
H -2.45120 -1.46136 -3.18442  0.223
H 0.07204 -2.85056 -2.19573  0.221
H 1.23837 3.50298 1.70889  0.236
H 2.61842 2.39955 2.13285  0.245
H -0.30292 0.14608 -1.75319  0.221
H 1.25319 -0.60045 -1.64846  0.232
H -0.01597 -4.55452 -2.67213  0.235